(1)
Here is a structure of composition C28H37BrClInN6OS2 from the OMol25 dataset. Energies are from ωB97M-V/def2-TZVPD.

CARTESIAN COORDINATES (ANGSTROEM)
In  0.276  0.192  -0.033
C  0.990  -0.090  3.119
C  0.880  1.459  3.082
N  0.118  1.933  1.926
C  -1.198  2.470  2.249
C  -2.230  2.203  1.154
S  -2.266  0.518  0.472
C  -2.512  -0.582  1.904
C  -1.365  -0.691  2.915
N  -0.040  -0.735  2.310
H  1.954  -0.392  2.701
H  0.952  -0.432  4.160
H  0.424  1.821  4.009
H  1.897  1.852  3.036
H  0.641  2.660  1.450
H  -1.556  2.041  3.186
H  -1.156  3.558  2.393
H  -3.231  2.428  1.522
H  -2.028  2.826  0.283
H  -3.412  -0.237  2.414
H  -2.723  -1.551  1.448
H  -1.400  0.155  3.601
H  -1.549  -1.593  3.509
H  0.242  -1.699  2.161
C  5.228  3.862  0.964
C  5.110  3.247  -0.426
N  4.567  1.899  -0.324
C  5.531  0.816  -0.305
C  5.820  0.321  -1.720
C  3.260  1.736  -0.221
S  2.739  0.074  0.111
N  2.511  2.810  -0.261
C  1.262  3.027  -0.625
O  0.452  2.150  -1.062
C  0.817  4.431  -0.535
C  -0.479  4.774  -0.929
C  -0.917  6.079  -0.829
C  -0.069  7.059  -0.332
C  1.224  6.733  0.052
C  1.670  5.431  -0.059
H  5.615  4.873  0.889
H  5.901  3.282  1.590
H  4.252  3.892  1.441
H  6.091  3.176  -0.895
H  4.457  3.850  -1.059
H  5.162  -0.002  0.318
H  6.447  1.199  0.148
H  4.933  -0.130  -2.159
H  6.612  -0.421  -1.691
H  6.142  1.142  -2.355
H  -1.122  4.004  -1.332
H  -1.920  6.335  -1.136
H  -0.417  8.075  -0.249
H  1.882  7.495  0.444
H  2.679  5.183  0.222
Br  -2.889  -4.983  -0.368
C  -1.135  -4.256  -0.302
C  -0.014  -5.067  -0.156
C  1.226  -4.458  -0.064
C  1.300  -3.074  -0.080
N  0.224  -2.308  -0.227
C  -0.961  -2.880  -0.365
H  -0.116  -6.140  -0.113
H  2.120  -5.052  0.034
H  2.244  -2.558  0.035
H  -1.804  -2.221  -0.531
Cl  2.471  -0.031  -5.314
C  0.998  -0.120  -4.438
C  -0.235  -0.064  -5.084
C  -1.383  -0.152  -4.315
C  -1.268  -0.248  -2.937
N  -0.089  -0.285  -2.327
C  1.017  -0.245  -3.053
H  -0.286  0.044  -6.156
H  -2.358  -0.137  -4.775
H  -2.144  -0.296  -2.304
H  1.958  -0.310  -2.521

Calculated values
frontier orbital gap	8.615	eV
spin multiplicity	1
E_HOMO	-0.5130	Eh
E_LUMO	-5.34	eV
net charge	+2

(2)
Here is a structure of composition C28H37BrFGeO5S5TeY at a distorted geometry from the OMol25 dataset. Energies are from ωB97M-V/def2-TZVPD.

CARTESIAN COORDINATES (ANGSTROEM)
Y  0.613  -0.907  -0.316
C  -3.689  4.135  -4.528
C  -2.628  4.856  -3.686
C  -1.555  5.423  -4.624
C  -3.300  6.028  -2.973
C  -1.996  3.869  -2.705
C  -1.237  2.800  -3.184
C  -0.722  1.883  -2.304
Br  0.389  0.499  -2.966
C  -0.934  1.900  -0.897
O  -0.526  0.910  -0.179
C  -1.599  3.059  -0.405
C  -2.130  3.963  -1.328
C  -1.770  3.458  1.075
C  -1.125  4.838  1.276
C  -3.268  3.560  1.390
C  -1.144  2.538  2.124
H  -4.143  4.818  -5.255
H  -4.477  3.731  -3.891
H  -3.250  3.298  -5.075
H  -1.985  6.178  -5.290
H  -1.115  4.642  -5.246
H  -0.747  5.884  -4.052
H  -3.720  6.716  -3.712
H  -2.590  6.583  -2.357
H  -4.115  5.694  -2.327
H  -1.044  2.678  -4.243
H  -2.668  4.813  -0.924
H  -1.542  5.593  0.606
H  -0.050  4.778  1.094
H  -1.280  5.172  2.306
H  -3.772  4.307  0.770
H  -3.410  3.837  2.439
H  -3.757  2.598  1.222
H  -0.078  2.386  1.964
H  -1.605  1.556  2.136
H  -1.295  3.012  3.103
S  -1.918  -1.854  -0.898
S  -1.542  -2.722  -2.738
S  0.069  -3.969  -2.581
S  1.742  -2.712  -2.458
F  0.883  -2.919  0.325
C  -2.794  -1.965  3.224
Te  -0.827  -1.514  2.604
C  -0.332  -0.284  4.249
H  -2.764  -2.721  4.004
H  -3.325  -2.344  2.352
H  -3.283  -1.060  3.581
H  -1.142  0.419  4.435
H  0.568  0.256  3.965
H  -0.140  -0.903  5.122
O  2.233  1.399  0.299
S  2.804  0.151  0.791
O  2.817  -0.796  -0.437
O  1.753  -0.523  1.651
O  4.101  0.217  1.412
Ge  2.881  -3.376  -0.451
C  3.427  -3.188  1.410
C  4.769  -2.909  1.649
C  5.285  -2.911  2.942
C  4.459  -3.196  4.016
C  3.115  -3.471  3.792
C  2.603  -3.466  2.503
C  2.439  -5.283  -0.597
C  1.432  -5.886  0.158
C  1.143  -7.237  0.017
C  1.852  -8.018  -0.887
C  2.851  -7.435  -1.653
C  3.135  -6.081  -1.507
H  4.234  -3.253  -1.202
H  5.420  -2.657  0.819
H  6.329  -2.668  3.107
H  4.855  -3.189  5.026
H  2.453  -3.675  4.627
H  1.554  -3.644  2.344
H  0.849  -5.281  0.839
H  0.347  -7.680  0.606
H  1.619  -9.070  -1.002
H  3.404  -8.032  -2.370
H  3.908  -5.637  -2.126

Calculated values
frontier orbital gap	5.842	eV
spin multiplicity	1
E_HOMO	-0.0739	Eh
E_LUMO	3.83	eV
net charge	-2

(3)
Here is a structure of composition C28H37BrFGeO5S5TeY from the OMol25 dataset. Energies are from ωB97M-V/def2-TZVPD.

CARTESIAN COORDINATES (ANGSTROEM)
Y  -1.035  0.523  -0.569
C  -4.677  -4.868  -5.846
C  -3.433  -3.985  -6.020
C  -2.249  -4.895  -6.350
C  -3.654  -3.040  -7.210
C  -3.192  -3.169  -4.751
C  -2.024  -3.249  -4.007
C  -1.873  -2.463  -2.879
Br  -0.264  -2.580  -1.882
C  -2.839  -1.551  -2.417
O  -2.635  -0.836  -1.351
C  -4.046  -1.483  -3.175
C  -4.173  -2.281  -4.299
C  -5.153  -0.512  -2.755
C  -5.602  -0.793  -1.312
C  -4.640  0.930  -2.876
C  -6.393  -0.640  -3.646
H  -4.865  -5.453  -6.753
H  -5.564  -4.268  -5.639
H  -4.541  -5.558  -5.011
H  -2.463  -5.460  -7.262
H  -2.058  -5.608  -5.547
H  -1.338  -4.318  -6.517
H  -3.838  -3.610  -8.126
H  -2.777  -2.409  -7.363
H  -4.509  -2.384  -7.039
H  -1.214  -3.908  -4.287
H  -5.090  -2.214  -4.872
H  -4.788  -0.660  -0.606
H  -5.979  -1.817  -1.224
H  -6.410  -0.107  -1.040
H  -3.733  1.098  -2.299
H  -5.408  1.627  -2.528
H  -4.412  1.163  -3.920
H  -6.817  -1.647  -3.613
H  -6.178  -0.386  -4.687
H  -7.154  0.057  -3.287
S  -2.814  0.452  1.631
S  -2.225  1.943  2.959
S  -0.228  2.226  2.638
S  -0.234  3.020  0.707
F  -1.483  1.831  -2.100
C  -0.045  -3.666  4.052
Te  -0.938  -2.017  2.991
C  -2.817  -2.387  3.906
H  -0.553  -4.601  3.818
H  -0.069  -3.492  5.127
H  0.992  -3.737  3.727
H  -2.730  -2.290  4.987
H  -3.176  -3.380  3.643
H  -3.489  -1.627  3.514
O  2.988  -0.698  -0.490
S  1.916  0.233  -0.290
O  2.511  1.537  0.294
O  0.866  -0.232  0.648
O  1.183  0.648  -1.519
Ge  2.079  3.191  -0.541
C  2.879  4.402  0.757
C  2.239  5.589  1.107
C  2.823  6.479  1.997
C  4.059  6.188  2.560
C  4.703  5.004  2.229
C  4.116  4.121  1.331
C  3.421  2.950  -1.986
C  4.532  2.110  -1.895
C  5.463  2.040  -2.923
C  5.301  2.814  -4.066
C  4.198  3.647  -4.177
C  3.270  3.707  -3.144
H  1.002  3.882  -1.400
H  1.257  5.802  0.698
H  2.308  7.394  2.264
H  4.514  6.877  3.262
H  5.662  4.765  2.673
H  4.623  3.196  1.080
H  4.651  1.476  -1.025
H  6.311  1.371  -2.839
H  6.023  2.754  -4.872
H  4.052  4.239  -5.074
H  2.397  4.345  -3.248

Calculated values
frontier orbital gap	5.889	eV
spin multiplicity	1
E_HOMO	-0.0745	Eh
E_LUMO	3.86	eV
net charge	-2

Copy entry 3 word for word.
Here is a structure of composition C28H37BrFGeO5S5TeY from the OMol25 dataset. Energies are from ωB97M-V/def2-TZVPD.

CARTESIAN COORDINATES (ANGSTROEM)
Y  -1.035  0.523  -0.569
C  -4.677  -4.868  -5.846
C  -3.433  -3.985  -6.020
C  -2.249  -4.895  -6.350
C  -3.654  -3.040  -7.210
C  -3.192  -3.169  -4.751
C  -2.024  -3.249  -4.007
C  -1.873  -2.463  -2.879
Br  -0.264  -2.580  -1.882
C  -2.839  -1.551  -2.417
O  -2.635  -0.836  -1.351
C  -4.046  -1.483  -3.175
C  -4.173  -2.281  -4.299
C  -5.153  -0.512  -2.755
C  -5.602  -0.793  -1.312
C  -4.640  0.930  -2.876
C  -6.393  -0.640  -3.646
H  -4.865  -5.453  -6.753
H  -5.564  -4.268  -5.639
H  -4.541  -5.558  -5.011
H  -2.463  -5.460  -7.262
H  -2.058  -5.608  -5.547
H  -1.338  -4.318  -6.517
H  -3.838  -3.610  -8.126
H  -2.777  -2.409  -7.363
H  -4.509  -2.384  -7.039
H  -1.214  -3.908  -4.287
H  -5.090  -2.214  -4.872
H  -4.788  -0.660  -0.606
H  -5.979  -1.817  -1.224
H  -6.410  -0.107  -1.040
H  -3.733  1.098  -2.299
H  -5.408  1.627  -2.528
H  -4.412  1.163  -3.920
H  -6.817  -1.647  -3.613
H  -6.178  -0.386  -4.687
H  -7.154  0.057  -3.287
S  -2.814  0.452  1.631
S  -2.225  1.943  2.959
S  -0.228  2.226  2.638
S  -0.234  3.020  0.707
F  -1.483  1.831  -2.100
C  -0.045  -3.666  4.052
Te  -0.938  -2.017  2.991
C  -2.817  -2.387  3.906
H  -0.553  -4.601  3.818
H  -0.069  -3.492  5.127
H  0.992  -3.737  3.727
H  -2.730  -2.290  4.987
H  -3.176  -3.380  3.643
H  -3.489  -1.627  3.514
O  2.988  -0.698  -0.490
S  1.916  0.233  -0.290
O  2.511  1.537  0.294
O  0.866  -0.232  0.648
O  1.183  0.648  -1.519
Ge  2.079  3.191  -0.541
C  2.879  4.402  0.757
C  2.239  5.589  1.107
C  2.823  6.479  1.997
C  4.059  6.188  2.560
C  4.703  5.004  2.229
C  4.116  4.121  1.331
C  3.421  2.950  -1.986
C  4.532  2.110  -1.895
C  5.463  2.040  -2.923
C  5.301  2.814  -4.066
C  4.198  3.647  -4.177
C  3.270  3.707  -3.144
H  1.002  3.882  -1.400
H  1.257  5.802  0.698
H  2.308  7.394  2.264
H  4.514  6.877  3.262
H  5.662  4.765  2.673
H  4.623  3.196  1.080
H  4.651  1.476  -1.025
H  6.311  1.371  -2.839
H  6.023  2.754  -4.872
H  4.052  4.239  -5.074
H  2.397  4.345  -3.248

Calculated values
frontier orbital gap	5.889	eV
spin multiplicity	1
E_HOMO	-0.0745	Eh
E_LUMO	3.86	eV
net charge	-2

Q: spin multiplicity of number 1 (C28H37BrClInN6OS2)?
A: 1